1.
This record from the OMol25 dataset describes 17 unconnected molecules or ions with the total composition C35H110N20O17 at a distorted geometry. The level of theory is ωB97M-V/def2-TZVPD.

Output
total charge	0

XYZ file:
```
182
Properties=species:S:1:pos:R:3:mulliken_charge:R:1
C -4.79 0.99 3.90 -0.034
O -5.53 1.47 2.80 -0.626
H -4.08 1.78 4.17 0.190
H -5.39 0.68 4.75 0.353
H -4.12 0.19 3.57 -0.178
H -4.91 1.65 2.09 0.325
C 1.23 -5.92 1.18 -0.590
O 0.41 -5.54 2.23 -0.255
H 0.88 -6.89 0.84 0.336
H 1.10 -5.10 0.47 0.099
H 2.25 -6.22 1.43 0.239
H 0.46 -6.29 2.83 0.188
C -2.73 3.01 1.58 -0.493
O -3.66 2.38 0.75 -0.294
H -3.11 3.40 2.52 0.263
H -1.86 2.37 1.72 0.091
H -2.40 3.91 1.07 0.356
H -3.25 2.45 -0.11 -0.228
C -6.16 -2.38 4.31 -0.868
O -4.85 -2.49 3.78 -0.266
H -6.12 -1.85 5.26 0.274
H -6.87 -1.83 3.69 0.325
H -6.64 -3.34 4.45 0.312
H -4.94 -2.72 2.86 0.062
C 0.75 3.39 -1.87 0.295
O 0.87 3.43 -0.65 -0.755
N 0.87 4.42 -2.62 -0.334
N 0.51 2.37 -2.70 0.781
H 0.84 4.20 -3.60 0.093
H 0.87 5.33 -2.19 0.263
H 0.21 1.48 -2.32 -0.247
H 0.40 2.59 -3.68 0.217
C -3.82 -4.38 0.59 0.749
O -4.57 -3.43 0.70 -0.835
N -2.55 -4.28 0.25 -0.126
N -4.20 -5.59 0.81 -0.448
H -2.04 -3.43 0.05 -0.123
H -1.93 -5.08 0.21 0.106
H -5.20 -5.64 0.88 0.289
H -3.58 -6.39 0.89 0.162
C -3.94 -0.57 -1.67 0.621
O -3.73 0.31 -2.42 -0.724
N -3.99 -0.46 -0.36 0.262
N -4.23 -1.79 -2.08 -0.324
H -4.23 -1.30 0.13 0.087
H -3.65 0.38 0.11 -0.194
H -4.45 -2.02 -3.04 0.245
H -4.29 -2.45 -1.32 -0.094
C 1.99 -1.50 4.85 0.519
O 2.65 -0.60 5.38 -0.769
N 2.11 -1.85 3.60 0.409
N 1.34 -2.44 5.40 -0.167
H 2.13 -2.84 3.37 0.089
H 2.71 -1.28 3.02 -0.270
H 1.51 -2.64 6.38 0.219
H 0.71 -3.08 4.95 0.034
C -1.70 -3.97 4.90 0.546
O -0.76 -4.73 5.22 -0.793
N -2.21 -3.93 3.73 0.137
N -2.26 -3.23 5.78 -0.175
H -2.98 -3.31 3.49 -0.053
H -1.74 -4.46 3.01 0.010
H -3.15 -2.83 5.51 0.140
H -1.96 -3.34 6.74 0.246
C 4.58 -3.21 2.36 0.530
O 4.00 -4.19 2.80 -0.670
N 5.37 -2.47 3.04 -0.365
N 4.49 -2.71 1.19 -0.255
H 5.17 -2.67 4.01 0.252
H 5.60 -1.52 2.82 0.460
H 4.66 -1.75 0.93 0.064
H 3.81 -3.25 0.68 0.099
C 4.32 -2.94 -4.89 0.466
O 4.90 -4.01 -4.88 -0.743
N 3.72 -2.41 -3.87 -0.026
N 4.15 -2.18 -5.93 -0.243
H 3.87 -2.92 -3.01 0.032
H 3.22 -1.54 -3.99 0.409
H 3.79 -1.26 -5.72 -0.127
H 4.63 -2.40 -6.79 0.175
C -1.83 2.01 5.32 -1.432
C -1.52 3.49 5.75 0.409
C -1.12 3.67 7.31 -0.658
O -2.34 3.75 7.96 -0.309
C -2.19 3.97 9.43 -0.775
N -0.47 3.96 4.80 -0.620
H -1.78 1.96 4.24 0.208
H -2.80 1.70 5.70 0.415
H -1.16 1.32 5.84 0.492
H -2.39 4.10 5.50 0.225
H -0.65 4.63 7.49 0.354
H -0.42 2.90 7.64 0.353
H -1.69 4.91 9.66 0.306
H -1.69 3.11 9.86 0.313
H -3.17 4.07 9.88 0.251
H 0.11 3.14 4.79 0.232
H -0.09 4.78 5.26 0.284
C 4.37 1.13 1.31 -0.337
C 5.91 0.79 1.14 -0.077
C 6.79 2.01 0.80 -0.840
O 6.39 2.68 -0.36 -0.242
C 7.51 3.55 -0.91 -0.877
N 6.31 0.02 2.30 -0.534
H 3.76 0.24 1.49 -0.601
H 3.97 1.56 0.40 0.322
H 4.16 1.74 2.19 0.430
H 5.80 0.20 0.23 0.246
H 7.84 1.79 0.59 0.426
H 6.95 2.66 1.66 0.398
H 7.79 4.49 -0.43 0.336
H 7.17 3.98 -1.85 0.227
H 8.41 2.96 -1.07 0.414
H 6.59 0.68 3.01 0.240
H 7.14 -0.51 2.09 0.307
C 1.71 -1.00 -1.36 -1.438
C 0.31 -0.83 -0.62 0.580
C 0.22 -1.27 0.87 -0.911
O -1.14 -1.52 1.33 0.700
C -1.28 -1.13 2.70 0.034
N -0.14 0.52 -0.94 0.613
H 2.21 -1.95 -1.18 0.562
H 2.50 -0.39 -0.93 0.251
H 1.65 -0.84 -2.44 -0.229
H -0.18 -1.60 -1.20 -0.541
H 0.83 -0.62 1.49 0.257
H 0.69 -2.26 0.90 -0.015
H -0.55 -1.49 3.42 -0.211
H -2.18 -1.43 3.25 -0.024
H -1.21 -0.04 2.70 0.293
H -1.14 0.54 -0.89 -0.498
H 0.15 1.23 -0.28 0.335
C 3.64 1.32 -6.65 -1.521
C 3.76 1.08 -5.14 1.133
C 3.96 2.34 -4.19 -0.626
O 5.16 2.98 -4.54 -0.453
C 6.36 2.35 -4.06 -0.645
N 2.60 0.33 -4.79 0.033
H 4.50 1.93 -6.94 0.445
H 2.88 2.05 -6.93 0.337
H 3.66 0.37 -7.17 0.340
H 4.63 0.45 -4.97 0.175
H 3.92 2.06 -3.13 0.400
H 3.12 3.02 -4.32 0.202
H 6.65 1.47 -4.63 0.289
H 6.35 2.01 -3.02 0.193
H 7.18 3.03 -4.28 0.327
H 2.41 -0.20 -5.63 -0.441
H 1.74 0.84 -4.66 -0.092
C -3.52 4.38 -3.98 -1.544
C -3.75 4.00 -2.49 0.159
C -5.30 3.49 -2.21 -0.278
O -6.18 4.57 -2.66 -0.387
C -7.62 4.29 -2.29 -0.753
N -2.88 2.85 -2.20 0.059
H -3.78 3.62 -4.71 0.291
H -2.47 4.66 -4.11 0.402
H -4.18 5.21 -4.24 0.436
H -3.40 4.66 -1.70 0.360
H -5.41 3.14 -1.18 0.408
H -5.60 2.62 -2.79 0.243
H -8.03 3.48 -2.89 0.301
H -8.15 5.23 -2.44 0.267
H -7.82 3.97 -1.27 0.291
H -3.22 1.95 -2.50 0.336
H -2.03 2.88 -2.75 -0.159
C -1.08 -1.97 -3.90 -0.523
C -1.01 -1.21 -5.25 0.258
C -1.10 -2.35 -6.44 -0.965
O -0.04 -3.32 -6.22 -0.370
C 1.19 -2.88 -6.82 -0.155
N -2.25 -0.43 -5.31 -0.702
H -0.06 -2.36 -3.80 0.300
H -1.82 -2.77 -3.86 0.428
H -1.32 -1.23 -3.14 0.092
H -0.16 -0.58 -5.52 -0.042
H -1.23 -1.87 -7.41 0.372
H -2.08 -2.79 -6.26 0.462
H 1.06 -2.74 -7.89 0.396
H 2.08 -3.50 -6.70 0.270
H 1.40 -1.87 -6.44 -0.168
H -2.48 -0.03 -4.41 0.054
H -2.90 -1.20 -5.31 0.396
```

***

2.
This record from the OMol25 dataset describes 17 unconnected molecules or ions with the total composition C35H110N28O17 at a distorted geometry. The level of theory is ωB97M-V/def2-TZVPD.

Output
total charge	0

XYZ file:
```
190
Properties=species:S:1:pos:R:3:mulliken_charge:R:1
C -1.46 -1.57 0.00 1.338
C -0.17 -1.05 -0.68 0.552
C 0.41 0.34 -0.09 -2.008
O -0.56 1.40 -0.06 3.000
C -0.06 2.63 0.34 0.610
N 0.74 -2.17 -0.56 0.649
H -2.33 -0.94 -0.20 -1.046
H -1.30 -1.61 1.08 0.198
H -1.89 -2.44 -0.49 -0.514
H -0.36 -0.88 -1.74 -0.496
H 1.33 0.65 -0.59 -0.086
H 0.70 0.07 0.93 0.079
H 0.67 3.00 -0.37 -0.017
H 0.25 2.67 1.38 -0.065
H -0.88 3.35 0.38 -1.227
H 0.42 -2.98 -1.07 -0.459
H 1.01 -2.49 0.36 0.089
C 6.77 1.40 -0.33 -1.114
C 7.03 0.97 1.16 0.615
C 5.69 0.44 1.71 -0.957
O 4.72 1.44 1.53 0.038
C 3.36 1.11 1.92 0.282
N 8.09 -0.08 1.21 -0.772
H 7.71 1.23 -0.86 0.535
H 6.62 2.47 -0.40 0.081
H 5.99 0.86 -0.88 0.125
H 7.43 1.80 1.74 0.392
H 5.88 0.12 2.73 0.022
H 5.45 -0.36 1.01 0.414
H 3.08 0.34 1.20 0.043
H 2.66 1.94 1.82 -0.359
H 3.31 0.67 2.92 0.131
H 8.98 0.11 0.76 0.234
H 8.32 -0.12 2.19 0.239
C 3.52 2.02 -3.03 -1.441
C 2.64 1.60 -4.23 0.744
C 2.87 0.13 -4.68 -0.806
O 1.94 -0.38 -5.66 -0.276
C 1.88 0.34 -6.90 -0.862
N 1.32 1.74 -3.68 -0.479
H 4.54 1.70 -3.26 0.492
H 3.30 1.57 -2.06 0.066
H 3.43 3.09 -2.86 0.346
H 2.76 2.33 -5.03 0.358
H 2.87 -0.58 -3.85 0.061
H 3.86 0.08 -5.13 0.422
H 1.21 1.19 -7.02 0.237
H 1.60 -0.34 -7.70 0.266
H 2.89 0.70 -7.12 0.459
H 0.70 1.26 -4.31 0.095
H 1.05 1.33 -2.80 0.211
C -2.96 -2.58 -3.76 -1.069
C -1.98 -2.91 -4.86 1.000
C -0.90 -1.88 -5.19 -0.995
O -1.25 -0.57 -5.67 0.019
C -1.57 -0.49 -7.05 -1.079
N -1.42 -4.20 -4.45 -0.736
H -2.58 -2.40 -2.75 0.023
H -3.81 -3.26 -3.73 0.417
H -3.33 -1.57 -3.93 0.337
H -2.54 -3.15 -5.77 0.395
H -0.19 -2.27 -5.92 0.580
H -0.29 -1.77 -4.29 -0.232
H -1.62 0.56 -7.32 0.166
H -2.55 -0.98 -7.01 0.428
H -0.95 -1.11 -7.70 0.338
H -2.25 -4.71 -4.20 0.191
H -0.97 -4.12 -3.55 0.122
C -0.93 0.20 3.94 -1.161
C -0.28 1.44 4.45 2.206
C -1.30 2.53 4.90 -1.242
O -2.37 2.66 4.00 -0.103
C -2.94 3.94 3.78 -0.809
N 0.65 1.11 5.48 -0.646
H -0.40 -0.75 4.02 0.741
H -1.28 0.30 2.92 -0.377
H -1.79 0.02 4.58 0.363
H 0.36 1.93 3.72 -0.750
H -0.79 3.48 5.08 0.198
H -1.66 2.36 5.91 0.266
H -2.27 4.72 3.40 0.194
H -3.22 4.41 4.72 0.452
H -3.83 3.80 3.17 0.219
H 1.16 1.89 5.88 0.310
H 1.34 0.38 5.43 0.121
C -5.05 -2.77 0.19 -0.828
C -4.49 -3.68 1.26 2.713
C -4.50 -3.04 2.71 -0.668
O -3.90 -3.78 3.75 -0.356
C -3.60 -3.17 5.02 -0.786
N -5.30 -4.87 1.17 -0.598
H -6.13 -2.64 0.21 0.539
H -4.88 -3.22 -0.79 -0.039
H -4.58 -1.80 0.05 -0.181
H -3.46 -3.99 1.11 -1.565
H -5.39 -2.57 3.13 0.563
H -3.76 -2.24 2.60 -0.079
H -3.28 -2.14 5.17 0.291
H -2.76 -3.78 5.36 0.292
H -4.44 -3.33 5.70 0.337
H -5.41 -5.27 2.09 0.210
H -6.27 -4.74 0.93 0.306
C 1.93 4.91 4.20 0.758
O 2.85 4.15 4.48 -0.721
N 1.24 5.44 5.09 -0.383
N 1.62 5.30 3.03 -0.088
H 1.48 5.19 6.04 0.276
H 0.31 5.78 4.90 0.164
H 2.06 4.81 2.26 -0.067
H 0.79 5.87 2.99 0.093
C 3.94 -3.67 -0.74 0.342
O 5.10 -3.97 -0.99 -0.806
N 3.36 -2.65 -1.23 0.103
N 3.23 -4.31 0.14 -0.034
H 3.85 -2.04 -1.87 0.049
H 2.47 -2.44 -0.80 0.418
H 2.30 -4.05 0.45 0.052
H 3.69 -5.15 0.45 0.229
C 2.93 -1.65 4.60 0.739
O 1.93 -1.41 5.24 -0.758
N 4.14 -1.24 4.86 -0.326
N 2.91 -2.43 3.53 -0.051
H 4.91 -1.44 4.24 0.137
H 4.29 -0.79 5.75 0.222
H 2.08 -2.76 3.07 -0.052
H 3.81 -2.74 3.20 0.120
C -3.92 -5.82 -2.07 0.336
O -3.59 -6.14 -3.22 -0.769
N -5.06 -6.10 -1.54 -0.259
N -3.09 -5.35 -1.12 -0.133
H -5.76 -6.49 -2.15 0.261
H -5.28 -5.68 -0.65 0.325
H -3.36 -4.99 -0.22 0.245
H -2.14 -5.17 -1.42 -0.184
C -3.56 6.04 0.41 0.819
O -2.55 6.54 0.90 -0.888
N -3.69 4.74 0.27 -0.013
N -4.60 6.71 0.12 -0.402
H -4.42 4.50 -0.39 0.170
H -3.00 4.03 0.47 -0.222
H -4.77 7.55 0.65 0.255
H -5.37 6.45 -0.48 0.164
C 0.04 -4.82 1.96 0.138
O 0.85 -3.89 1.66 -0.116
N -1.25 -4.81 1.96 0.024
N 0.42 -6.05 2.28 -0.493
H -1.55 -3.85 1.83 -0.465
H -1.70 -5.48 2.57 0.191
H 1.39 -6.36 2.30 0.282
H -0.24 -6.81 2.39 0.119
C -4.65 1.16 0.91 0.294
O -5.78 1.07 0.60 -0.758
N -3.66 1.33 0.10 1.172
N -4.27 1.07 2.13 0.113
H -2.73 1.01 0.32 -1.342
H -3.81 1.67 -0.84 -0.024
H -4.99 0.74 2.76 0.203
H -3.33 1.23 2.48 -0.134
C 0.42 7.19 -0.61 0.824
O 1.43 7.71 -1.05 -0.840
N -0.62 7.95 -0.28 -0.390
N 0.23 6.04 -0.19 0.101
H -1.52 7.59 0.02 0.261
H -0.50 8.90 -0.61 0.167
H 1.03 5.43 -0.07 -0.295
H -0.63 5.77 0.27 0.169
C 0.61 -5.54 -1.81 0.142
O -0.26 -4.67 -1.81 0.101
N 1.23 -5.98 -2.87 -0.391
N 0.97 -6.30 -0.81 -0.301
H 2.01 -6.61 -2.71 0.164
H 1.15 -5.43 -3.71 0.249
H 0.63 -6.20 0.13 0.108
H 1.79 -6.88 -0.89 0.203
C 3.62 4.80 0.08 0.382
O 2.62 4.33 0.61 -0.239
N 3.64 5.99 -0.50 -0.244
N 4.77 4.24 0.08 -0.182
H 4.51 6.30 -0.91 0.135
H 2.81 6.57 -0.51 0.121
H 4.77 3.30 0.44 -0.028
H 5.60 4.55 -0.41 0.244
C -2.85 1.42 -3.05 0.746
O -3.54 0.51 -2.50 -0.707
N -2.89 1.83 -4.30 -0.354
N -1.92 2.00 -2.47 0.254
H -2.23 2.49 -4.69 0.147
H -3.62 1.37 -4.83 0.274
H -1.62 1.69 -1.55 -0.877
H -1.54 2.78 -2.99 0.254
```

***

The following energy relative to the best compared isomer or geometry (same formula, charge and spin) values (in kJ/mol) correspond, in order, to the records above: 184.4, 778.0.
The following E_LUMO values (in eV) correspond, in order, to the records above: 0.2, -0.1.